Molecular formula: C4H9N3O
Method: DFT, ωB97M-V/def2-TZVPD

Values from the calculation:
strongest force on any atom = 4.7 eV/A
SMILES = [H]/N=C1/CN1[C@@](C)(N)O
total energy = -10808.369 eV
LUMO = 0.73 eV
relative energy (zero: lowest compared OMol25 entry of this formula, charge and spin) = 94.4 kcal/mol

The geometry in XYZ format:
```
17
Properties=species:S:1:pos:R:3:forces:R:3:lowdin_charge:R:1
C 0.365 -0.706 1.814 -0.32 0.38 0.53 -0.04
C -0.200 1.378 -0.764 -2.41 -2.47 -1.03 0.00
C -0.614 -0.347 -0.488 0.52 4.47 -1.42 -0.63
C 1.201 0.178 1.018 1.19 -2.88 0.81 -0.40
N -0.575 -1.008 -1.724 0.55 0.29 0.20 0.11
O -1.906 -0.315 0.009 -0.72 0.14 0.90 0.01
N 0.423 -0.820 0.341 1.34 0.30 0.49 0.05
N 2.301 0.773 1.067 -0.62 0.78 -0.16 0.18
H -2.027 -0.859 0.795 0.17 -0.18 -0.11 0.09
H -0.040 -1.865 -1.738 -0.51 0.18 -0.47 0.09
H -1.284 -0.706 -2.376 0.30 -0.75 -0.06 0.10
H 2.700 0.999 0.159 -0.10 -0.15 -0.19 0.06
H 0.820 -1.556 2.310 -0.04 0.10 0.17 0.11
H -0.526 -0.309 2.291 -0.06 0.03 -0.10 0.11
H -1.093 1.692 -1.306 -0.02 0.12 -0.32 0.05
H -0.167 2.078 0.066 0.45 -0.47 0.38 0.06
H 0.622 1.393 -1.474 0.28 0.10 0.36 0.06
```
Forces are in eV/Å.

=====

Molecular formula: C63H143N5O11
Method: DFT, ωB97M-V/def2-TZVPD

Values from the calculation:
strongest force on any atom = 3.6 eV/A
SMILES = CC1(C)CCCC(C)(C)N1O.CC1(C)CCCC(C)(C)N1O.CC1(C)CCCC(C)(C)N1O.CC1(C)CCCC(C)(C)N1O.CC1(C)CCCC(C)(C)N1O.CC(C)O.CC(C)O.CC(C)O.CC(C)O.CC(C)O.CC(C)O
total energy = -97614.484 eV
LUMO = 0.39 eV
relative energy (zero: lowest compared OMol25 entry of this formula, charge and spin) = 67.2 kcal/mol

The geometry in XYZ format:
```
222
Properties=species:S:1:pos:R:3:forces:R:3:lowdin_charge:R:1
C -11.215 20.698 27.328 -1.57 0.11 1.44 -0.05
C -11.777 20.610 25.959 -0.56 -1.06 -1.45 -0.50
C -10.563 20.264 25.040 0.55 1.98 1.04 -0.15
C -10.945 19.877 23.667 -1.98 1.16 -1.83 -0.20
C -11.859 18.648 23.646 -1.05 1.44 -0.60 -0.11
C -13.158 18.909 24.480 1.53 0.60 1.58 -0.50
N -12.733 19.396 25.880 0.46 1.03 -0.03 -0.02
O -13.915 19.771 26.652 1.11 -0.92 -0.50 -0.04
C -14.081 19.874 23.805 -1.39 0.42 -1.20 -0.05
C -13.892 17.629 24.759 0.98 -1.49 1.06 -0.04
C -12.409 21.956 25.607 1.27 0.17 -0.19 -0.04
H -10.985 19.686 27.605 0.59 -0.35 0.59 0.07
H -11.949 21.125 28.050 0.31 -0.48 -0.41 0.10
H -10.392 21.381 27.341 0.86 0.14 -0.01 0.08
H -9.938 21.214 24.970 -0.61 -1.00 0.23 0.14
H -9.929 19.549 25.582 -0.24 -0.23 -0.33 0.11
H -10.096 19.700 23.034 0.59 -0.12 -0.27 0.08
H -11.494 20.785 23.159 0.88 -1.55 0.86 0.15
H -11.260 17.863 24.057 -0.04 -0.98 0.24 0.09
H -12.193 18.437 22.584 0.49 -0.12 1.14 0.12
H -14.091 19.650 22.717 -0.27 0.18 0.55 0.10
H -15.080 19.710 24.209 -0.30 -0.30 -0.33 0.09
H -14.001 20.956 23.915 0.81 -0.22 -0.04 0.07
H -14.392 17.186 23.916 0.12 -0.17 -0.77 0.07
H -13.143 16.910 25.203 -0.84 0.49 -0.60 0.09
H -14.667 17.737 25.505 -0.10 0.40 0.27 0.08
H -13.301 22.204 26.145 -0.39 0.02 0.64 0.08
H -12.637 22.040 24.575 -0.10 0.14 -1.01 0.04
H -11.641 22.723 25.802 -0.37 -0.11 0.13 0.10
H -14.353 20.385 26.070 -0.64 0.64 -0.16 0.05
C -9.607 14.256 23.201 -2.09 -0.20 0.42 -0.01
C -10.257 13.777 24.583 1.63 0.71 -0.01 -0.46
C -10.909 12.398 24.575 0.49 0.93 -1.17 -0.14
C -9.839 11.389 24.336 0.00 -1.29 -0.31 -0.18
C -8.875 11.360 25.502 0.45 -1.07 0.04 -0.13
C -8.192 12.678 25.806 0.22 1.73 -0.40 -0.45
N -9.216 13.807 25.735 -0.07 -1.15 -1.18 -0.02
O -8.506 15.018 25.674 -0.84 1.00 1.14 -0.09
C -7.624 12.726 27.211 0.31 0.02 0.21 -0.04
C -6.930 12.974 24.895 -0.13 0.45 0.23 -0.01
C -11.300 14.782 24.903 -1.85 2.41 0.51 -0.09
H -10.265 14.029 22.343 -0.20 -0.30 0.47 0.08
H -8.726 13.706 22.981 1.03 0.09 -0.16 0.02
H -9.581 15.363 23.136 0.75 -0.61 0.43 0.08
H -11.420 12.329 25.526 -0.21 -0.51 0.22 0.12
H -11.621 12.373 23.734 -0.09 0.09 0.45 0.13
H -9.344 11.586 23.387 0.35 0.43 -0.04 0.10
H -10.253 10.396 24.116 -0.04 -0.01 0.51 0.11
H -8.081 10.626 25.329 0.12 0.02 -0.22 0.11
H -9.367 10.924 26.385 -0.17 0.60 0.01 0.12
H -8.327 12.384 27.952 -0.47 -0.05 0.29 0.07
H -6.742 12.079 27.290 -0.01 0.12 -0.07 0.09
H -7.333 13.763 27.430 -0.04 -0.35 0.05 0.06
H -6.166 13.613 25.407 -0.73 -0.44 -0.17 0.09
H -6.429 12.043 24.699 0.28 -0.51 -0.14 0.07
H -7.121 13.453 23.928 -0.12 -0.27 0.14 0.05
H -11.812 15.032 23.946 0.11 -0.07 0.53 0.08
H -10.884 15.769 25.287 -0.31 -1.22 -0.43 0.08
H -12.148 14.501 25.615 1.34 -0.08 -0.75 0.10
H -7.754 15.005 25.081 0.15 -0.54 -0.59 0.04
C -4.641 16.947 29.238 -0.89 0.17 0.86 -0.03
C -5.509 17.122 27.998 -0.35 -1.24 -0.70 -0.48
C -7.036 16.983 28.337 1.24 0.11 -1.12 -0.15
C -7.518 18.218 29.023 -2.40 0.25 -0.27 -0.19
C -7.277 19.405 28.106 -1.27 1.87 -0.22 -0.14
C -5.836 19.655 27.584 -0.46 -0.77 1.26 -0.50
N -5.284 18.339 27.180 -1.06 0.30 -0.24 -0.10
O -3.907 18.486 26.902 0.20 -0.23 -0.26 -0.02
C -5.907 20.597 26.385 1.64 0.69 1.65 -0.02
C -5.017 20.214 28.774 0.28 1.48 -0.45 -0.02
C -5.258 15.972 26.967 0.84 0.61 1.35 -0.02
H -4.928 15.996 29.754 0.58 0.43 -0.65 0.10
H -4.936 17.721 29.982 0.63 -0.48 -0.39 0.07
H -3.581 17.003 28.965 -0.23 -0.05 0.38 0.09
H -7.486 16.884 27.312 -0.07 -0.06 1.11 0.10
H -7.206 16.085 28.956 0.10 0.16 -0.48 0.13
H -7.102 18.297 30.013 0.43 0.29 0.37 0.10
H -8.653 18.133 29.173 1.51 0.14 -0.14 0.13
H -7.681 20.379 28.555 0.90 -1.14 -0.15 0.14
H -7.994 19.354 27.256 0.53 -0.59 0.10 0.10
H -6.366 21.522 26.752 -0.10 -0.05 -0.30 0.09
H -4.868 20.849 26.098 -0.58 -0.16 -0.19 0.09
H -6.450 20.172 25.585 -0.59 -0.38 -0.93 0.04
H -4.620 19.369 29.271 0.41 -0.53 0.72 0.03
H -4.109 20.802 28.455 -1.10 -0.33 0.25 0.10
H -5.647 20.781 29.511 0.64 -0.26 -0.83 0.10
H -5.541 15.016 27.389 -0.15 -0.26 -0.02 0.07
H -4.229 15.920 26.617 0.15 0.02 0.19 0.07
H -5.852 16.275 26.149 -0.73 -0.26 -1.11 0.04
H -3.815 18.044 26.034 0.16 0.22 0.16 0.07
C -8.552 10.144 19.839 0.63 0.51 -1.33 -0.01
C -6.988 10.339 19.883 -0.45 -1.24 -0.21 -0.47
C -6.307 10.446 18.496 -0.22 0.32 0.23 -0.14
C -6.263 11.807 17.841 1.06 1.15 -2.58 -0.19
C -5.897 12.944 18.797 -0.43 -0.34 -0.68 -0.15
C -6.783 12.839 20.000 -0.77 1.99 1.61 -0.51
N -6.564 11.539 20.634 0.15 -0.57 0.75 -0.09
O -7.257 11.574 21.885 0.37 -0.46 0.98 -0.07
C -6.337 13.949 21.033 0.79 -0.68 1.00 -0.04
C -8.268 13.213 19.717 0.15 1.88 -1.30 -0.04
C -6.384 9.050 20.523 1.47 0.89 0.51 -0.03
H -8.958 10.396 20.806 -0.20 0.09 0.26 0.06
H -8.862 9.107 19.596 0.46 0.55 0.04 0.09
H -8.967 10.833 19.063 0.04 -0.68 0.67 0.07
H -5.248 10.180 18.624 -0.36 -0.56 -0.06 0.12
H -6.862 9.807 17.800 0.57 -0.41 0.24 0.13
H -7.198 12.012 17.280 0.42 0.01 0.41 0.11
H -5.419 11.765 17.022 -1.67 0.02 1.28 0.14
H -5.943 13.983 18.431 -0.36 -0.54 -0.47 0.13
H -4.853 12.813 19.025 0.55 -0.13 0.72 0.11
H -5.937 14.826 20.498 0.01 -0.40 0.09 0.08
H -7.135 14.364 21.714 0.61 -0.82 -0.78 0.06
H -5.535 13.468 21.679 -0.75 0.99 -0.68 0.09
H -8.680 12.891 18.727 0.42 0.09 0.83 0.07
H -8.903 12.834 20.514 -0.05 0.21 0.03 0.06
H -8.294 14.393 19.693 -0.22 -2.27 0.11 0.12
H -6.924 8.674 21.398 0.19 0.28 -0.05 0.07
H -5.296 9.238 20.736 -0.92 0.23 0.57 0.08
H -6.209 8.224 19.851 -0.90 -0.24 -0.76 0.07
H -6.589 11.444 22.618 -0.48 0.21 -1.42 0.09
C -16.629 15.649 17.336 0.85 -0.24 -0.19 -0.03
C -15.753 15.843 18.566 -0.99 0.88 1.90 -0.54
C -16.213 14.884 19.704 -0.88 -0.20 -1.28 -0.15
C -15.302 14.943 20.906 0.71 0.69 0.02 -0.17
C -13.853 14.582 20.382 0.32 0.69 0.36 -0.08
C -13.318 15.568 19.231 0.40 -1.21 2.46 -0.49
N -14.395 15.520 18.294 0.78 -0.21 -1.45 -0.13
O -13.956 16.243 17.204 0.20 0.61 -1.99 -0.03
C -12.932 16.956 19.774 -0.25 -0.16 1.21 -0.03
C -12.061 15.011 18.535 0.46 -1.79 1.10 -0.03
C -15.958 17.336 18.990 -0.75 -0.17 0.90 -0.03
H -16.193 16.205 16.494 -0.24 -0.25 0.20 0.09
H -17.598 16.091 17.568 -0.20 -0.54 -0.22 0.08
H -16.629 14.574 17.091 -0.44 0.42 -0.09 0.10
H -17.306 15.039 19.811 0.58 0.25 0.67 0.13
H -16.180 13.873 19.273 0.23 0.06 0.03 0.12
H -15.547 14.255 21.699 -0.29 -0.74 -0.01 0.10
H -15.458 15.905 21.448 0.78 -0.21 -0.62 0.10
H -13.947 13.591 19.914 0.01 0.24 0.01 0.11
H -13.140 14.426 21.230 -0.38 0.55 -0.65 0.11
H -12.747 17.657 19.001 -0.14 0.79 -1.03 0.07
H -13.669 17.370 20.461 -0.03 0.00 -0.09 0.06
H -11.985 17.004 20.320 -0.01 -0.72 0.05 0.08
H -11.262 14.780 19.287 -0.53 0.61 -0.36 0.08
H -12.270 14.007 18.137 -0.24 0.30 -0.20 0.09
H -11.641 15.601 17.730 -0.16 0.32 0.10 0.08
H -15.506 18.002 18.238 -0.47 -0.01 0.27 0.08
H -15.535 17.598 19.994 -0.44 -0.31 -0.98 0.07
H -17.078 17.472 19.049 1.26 0.32 -0.14 0.10
H -13.904 17.180 17.442 -0.04 0.04 0.12 0.08
C -9.029 5.933 23.222 -0.62 -0.65 0.44 -0.07
C -8.963 6.706 24.530 1.08 -1.18 0.42 -0.49
C -7.530 7.302 24.828 -0.91 -0.69 -2.58 -0.03
O -9.951 7.709 24.443 0.10 0.55 0.47 -0.06
H -9.856 5.168 23.208 0.55 1.07 0.00 0.09
H -8.122 5.351 23.086 0.26 0.18 -0.28 0.07
H -9.185 6.702 22.479 0.12 -0.21 -0.74 0.07
H -9.216 5.940 25.300 0.15 0.81 0.15 0.13
H -7.650 8.030 25.569 0.09 1.07 1.43 0.03
H -7.140 7.840 23.906 -0.43 -0.68 0.93 0.09
H -6.809 6.539 25.129 -0.18 0.08 -0.01 0.08
H -9.784 8.364 25.141 -0.17 -0.29 -0.21 0.08
C -3.314 10.271 24.300 1.47 1.44 -0.08 -0.05
C -3.196 11.144 23.032 0.76 -0.26 -0.04 -0.51
C -2.394 10.465 21.900 -2.25 -1.82 1.21 -0.04
O -4.466 11.534 22.575 -1.15 -0.03 -0.13 -0.10
H -2.271 9.880 24.562 -1.54 0.46 -0.13 0.10
H -3.989 9.480 24.057 -0.45 -0.73 0.24 0.06
H -3.703 10.952 25.099 0.25 -0.99 -0.38 0.09
H -2.725 12.091 23.331 0.37 -0.24 -0.15 0.11
H -2.797 9.349 21.801 0.57 2.37 -0.29 0.12
H -1.398 10.334 22.253 1.07 0.23 -0.25 0.06
H -2.541 11.095 21.024 0.51 -0.46 -0.31 0.08
H -4.679 11.298 21.649 0.21 0.01 0.35 0.06
C -7.814 17.878 21.922 0.49 0.09 -0.82 -0.04
C -7.239 18.449 23.190 -2.30 2.09 -1.03 -0.52
C -7.458 17.602 24.371 -0.03 -0.66 1.08 -0.04
O -5.873 18.714 22.985 0.95 0.14 0.35 -0.05
H -7.766 18.599 21.081 0.21 -0.32 0.38 0.10
H -8.830 17.521 21.941 -0.48 -0.08 0.48 0.07
H -7.162 17.047 21.740 0.21 -0.78 -0.77 0.06
H -7.820 19.381 23.333 0.60 0.19 0.33 0.13
H -6.892 16.690 24.183 -0.07 -0.49 0.16 0.07
H -8.540 17.366 24.544 0.98 0.23 -0.23 0.11
H -7.018 18.054 25.274 -0.23 -0.14 -0.23 0.07
H -5.706 19.285 22.224 -0.37 -0.10 0.15 0.12
C -8.638 8.769 31.724 1.18 1.63 -0.36 -0.05
C -8.511 9.631 30.475 -1.33 -0.33 -0.87 -0.53
C -7.130 9.918 30.094 3.55 0.18 0.32 -0.08
O -9.123 9.011 29.317 -0.26 0.23 0.35 -0.06
H -9.683 8.717 31.992 -0.15 -0.36 0.34 0.07
H -8.054 9.405 32.449 -0.72 -1.24 -0.05 0.10
H -8.172 7.808 31.510 -0.10 -0.10 0.44 0.09
H -9.010 10.569 30.664 -0.42 0.51 0.11 0.13
H -6.855 10.813 29.492 -1.00 -0.69 -0.10 0.07
H -6.634 9.021 29.647 -0.46 0.61 0.15 0.10
H -6.530 10.130 31.008 -0.34 -0.28 -0.26 0.09
H -10.076 9.077 29.441 0.05 -0.15 -0.12 0.08
C -3.452 16.420 21.980 -0.19 1.44 0.17 -0.05
C -3.651 16.116 23.447 0.16 0.94 0.62 -0.46
C -2.506 15.305 24.044 0.42 -0.09 0.58 -0.04
O -3.682 17.384 24.187 -1.10 1.00 -0.96 -0.12
H -4.235 17.095 21.632 -0.30 -0.13 0.06 0.06
H -3.429 15.604 21.286 0.23 -0.73 -0.07 0.07
H -2.559 17.045 21.919 0.30 -0.34 -0.21 0.09
H -4.614 15.652 23.653 -0.09 -0.48 -0.18 0.12
H -2.680 15.137 25.112 -0.12 0.07 -0.08 0.06
H -1.526 15.839 24.001 -0.79 -0.28 -0.33 0.10
H -2.402 14.297 23.608 -0.10 0.52 -0.16 0.06
H -4.385 18.036 23.793 1.46 -1.96 0.72 0.10
C -10.344 15.161 29.322 0.34 1.68 0.19 -0.04
C -11.054 15.987 28.206 1.73 1.85 0.25 -0.39
C -12.170 16.882 28.727 0.24 0.49 -1.01 -0.05
O -10.123 16.937 27.530 -0.49 -1.11 0.54 -0.10
H -10.952 14.370 29.637 -1.20 -1.47 0.10 0.05
H -10.197 15.697 30.291 0.15 0.24 -0.95 0.09
H -9.397 14.719 29.018 0.06 0.17 -0.28 0.06
H -11.437 15.310 27.456 -0.09 -0.21 -0.14 0.09
H -12.659 17.515 27.973 0.53 -0.34 -0.41 0.07
H -11.904 17.608 29.493 0.33 -0.48 0.40 0.09
H -12.926 16.209 29.007 -1.28 -0.72 1.14 0.06
H -9.335 16.457 27.223 -0.42 -0.12 0.05 0.03
```
Forces are in eV/Å.

=====

Molecular formula: CH7OS
Method: DFT, ωB97M-V/def2-TZVPD

Values from the calculation:
spin multiplicity = 2
strongest force on any atom = 2.4 eV/A
net charge = +2
total energy = -14006.902 eV
expectation value of S² = 0.75
LUMO (spin up / spin down) = -13.71 / -16.44 eV
relative energy (zero: lowest compared OMol25 entry of this formula, charge and spin) = 39.7 kcal/mol

The geometry in XYZ format:
```
10
Properties=species:S:1:pos:R:3:forces:R:3:lowdin_charge:R:1
O 1.456 -2.362 1.024 -0.68 0.79 0.15 -0.01
H -0.922 0.223 0.691 -0.10 -0.46 -0.29 0.08
H 1.040 -2.747 1.813 -0.11 0.36 0.07 0.10
H 1.918 -3.131 0.647 0.11 0.39 -0.60 0.11
C -0.935 1.874 -0.894 0.31 1.27 -2.02 -0.10
S -0.104 0.257 -0.416 -1.69 0.52 1.07 1.35
H -1.855 1.976 -0.327 0.10 -0.30 0.41 0.10
H -1.096 1.846 -2.000 -0.14 -0.72 0.28 0.13
H -0.222 2.725 -0.919 0.46 -0.29 0.83 0.14
H 0.719 -0.662 0.379 1.75 -1.56 0.10 0.11
```
Forces are in eV/Å.